# 1
Here is a cluster of 2 separate species, C4H8O3 in total from the Open Molecules 2025 dataset. Energies are from wB97M-V/def2-TZVPD.

The geometry in XYZ format:
```
15
Properties=species:S:1:pos:R:3:nbo_charge:R:1
C -1.8431 1.1938 -1.0726 -0.6317
C -1.4961 0.0318 -0.1847 -0.2825
C -0.6825 0.1123 0.8656 0.1162
O -0.4486 -0.9339 1.7081 -0.6995
H -1.8253 0.9024 -2.1295 0.2122
H -2.8480 1.5859 -0.8643 0.2145
H -1.1345 2.0190 -0.9376 0.2053
H -1.9729 -0.9267 -0.3754 0.2062
H -0.1503 1.0367 1.1050 0.1583
H 0.4590 -0.8411 2.0376 0.4984
O 2.3096 -0.5854 1.2857 -0.6276
C 2.1901 -0.4901 0.0845 0.6601
O 2.6882 -1.3484 -0.8014 -0.6584
H 1.6210 0.2869 -0.4321 0.1341
H 3.1334 -2.0432 -0.2889 0.4943
```

The value obtained for the total energy is -10419.5543 eV. Its structure (SMILES) is C/C=C/O.O=CO. For the relative energy (zero: lowest compared OMol25 entry of this formula, charge and spin), the calculation gives 1.449 eV. Its net charge is 0. The calculation puts the LUMO energy at 0.7 eV. The calculation puts the HOMO energy at -8.67 eV.

# 2
Here is a cluster of 3 separate species, CH8N2O3 in total from the Open Molecules 2025 dataset. Energies are from wB97M-V/def2-TZVPD.

The geometry in XYZ format:
```
14
Properties=species:S:1:pos:R:3:nbo_charge:R:1
N 0.7123 -1.2632 -3.0329 -0.8495
C 0.4197 -0.3807 -2.0266 0.7718
N 1.3176 -0.3570 -0.9888 -0.8417
O -0.5795 0.3130 -2.0265 -0.6579
H 1.6460 -1.5857 -3.1997 0.3861
H 0.0507 -1.2941 -3.7811 0.4068
H 1.2553 0.4205 -0.3569 0.4004
H 2.1712 -0.8800 -1.0521 0.3841
O -2.0896 -1.5827 4.6504 -0.9269
H -1.5298 -1.2223 5.3531 0.4634
H -2.9515 -1.5204 5.0855 0.4635
O 0.0854 3.2536 0.7529 -0.9393
H -0.8104 3.5222 0.5242 0.4728
H 0.3025 2.5768 0.0984 0.4663
```

The value obtained for the total energy is -10290.2530 eV. Its structure (SMILES) is NC(N)=O.O.O. For the relative energy (zero: lowest compared OMol25 entry of this formula, charge and spin), the calculation gives 0.754 eV. Its net charge is 0. The calculation puts the LUMO energy at 0.7 eV. The calculation puts the HOMO energy at -10.14 eV.